133
Properties=species:S:1:pos:R:3:forces:R:3 method="wB97M-V/def2-TZVPD" orbital_gap_ha=0.3421 total_charge=+2 multiplicity=1 e_tot_ha=-5388.5927
Zn -0.0530 0.0518 -0.1397 -0.3 0.3 0.4
O 0.2045 -1.1618 1.3794 1.5 -1.4 2.5
P 0.9546 -1.9872 2.4254 -0.3 -2.2 0.4
N 2.6669 -2.0892 2.2473 -1.9 0.2 0.6
C 3.3925 -3.3197 1.8706 -0.8 -0.2 -0.3
C 3.5065 -1.0096 2.7278 0.8 -0.3 -0.4
N 0.3252 -3.6041 2.2869 0.1 1.3 -2.1
C 0.0097 -4.1578 0.8798 0.3 1.5 2.5
C 0.4374 -4.6371 3.2660 -0.2 -0.4 1.7
N 0.6186 -1.5719 4.0582 1.7 0.1 -0.6
C 1.4310 -1.9096 5.3015 0.1 0.5 -1.3
C -0.7115 -1.1017 4.3588 -1.0 -1.6 0.1
H 4.4727 -3.2478 1.7440 0.0 1.0 0.3
H 3.0648 -3.6186 0.8750 -0.3 -0.5 0.2
H 3.2760 -4.1097 2.6126 -0.3 -0.1 -0.2
H 4.2624 -1.4827 3.3546 0.1 0.4 0.3
H 3.0101 -0.2010 3.2643 -0.3 -0.3 0.0
H 4.0234 -0.5789 1.8703 0.2 0.2 0.1
H -0.7242 -4.9499 1.0286 0.3 -0.2 -0.2
H -0.5102 -3.3313 0.3953 0.5 -0.2 -0.6
H 0.9719 -4.4789 0.4808 -0.5 -0.2 -0.7
H -0.2386 -5.4713 3.0783 0.1 0.0 -0.6
H 1.4226 -5.0621 3.4579 0.3 0.0 -0.3
H 0.0672 -4.3326 4.2450 0.1 0.5 0.2
H 2.4788 -2.0781 5.0531 -0.2 -0.5 -0.3
H 1.5109 -1.0799 6.0039 -0.6 0.4 -0.2
H 1.0090 -2.7456 5.8593 0.0 -0.2 -0.3
H -0.8032 -0.0493 4.6273 -0.1 -0.1 -0.2
H -1.1259 -1.7522 5.1289 0.4 0.4 1.1
H -1.4237 -1.5034 3.6380 0.1 1.1 -0.9
O -0.3257 1.6393 1.1006 -0.2 2.2 1.5
P -0.4220 3.0504 1.6667 -1.6 1.9 -0.2
N -2.0703 3.4235 2.2075 3.2 -1.4 -0.7
C -2.4451 4.6053 2.9554 -0.5 -0.3 -1.1
C -3.1228 2.5702 1.6984 0.6 -0.4 0.4
N -0.0714 4.2790 0.4720 0.3 -1.1 2.9
C -1.0748 4.8107 -0.3939 -0.2 0.2 -0.8
C 1.2731 4.3834 -0.0615 0.2 -0.2 0.2
N 0.5945 3.4399 2.9619 0.1 -1.8 -0.6
C 1.3466 2.3272 3.6590 -1.2 0.2 -0.6
C 0.8309 4.8016 3.4721 0.8 -0.1 -1.3
H -2.1355 4.5932 4.0004 0.1 0.2 -0.1
H -3.5288 4.5501 2.8529 -0.1 0.6 0.7
H -2.1489 5.4763 2.3709 0.2 0.5 0.6
H -2.8174 1.5475 1.9197 0.0 -0.3 -0.9
H -3.2715 2.8183 0.6475 -0.5 -0.6 -0.1
H -4.0376 2.6295 2.2881 -0.1 0.7 -0.1
H -0.6143 5.5611 -1.0365 0.1 0.1 0.1
H -1.4271 4.0460 -1.0862 -0.5 -0.1 -0.1
H -1.8892 5.3263 0.1150 -0.1 -0.4 0.1
H 1.5062 5.4266 -0.2750 -0.2 0.0 -0.5
H 2.0819 4.1065 0.6148 -0.4 -0.3 0.5
H 1.3646 3.7231 -0.9240 0.2 0.2 -0.5
H 1.4186 2.6106 4.7091 0.5 -0.1 -0.1
H 0.7919 1.3894 3.6297 -0.6 0.1 0.0
H 2.2586 2.0080 3.1545 0.3 0.8 0.4
H -0.0009 5.4723 3.2568 -0.1 -0.3 0.7
H 1.6543 5.2813 2.9429 0.3 -0.1 -0.4
H 1.2329 4.7486 4.4838 -0.9 0.1 0.3
O -1.9762 -0.6078 -0.1164 -1.3 -0.3 0.0
P -3.1480 -1.4208 -0.5631 -2.8 -1.5 -0.2
N -4.5012 -0.5367 -1.0882 3.0 1.2 1.2
C -5.5557 -0.9899 -1.9334 -0.9 -0.5 0.6
C -4.8471 0.7105 -0.3645 -0.5 -1.2 0.4
N -3.7623 -2.4922 0.6530 1.6 -0.3 -0.3
C -5.0640 -3.1996 0.5875 0.0 1.8 -0.4
C -2.9260 -2.8292 1.8256 0.1 1.7 -0.5
N -2.9355 -2.3853 -1.9067 1.0 -1.6 -0.5
C -2.5383 -1.7893 -3.1667 -0.5 1.8 -0.4
C -2.5089 -3.7930 -1.7808 -0.6 0.0 1.1
H -5.9554 -0.1181 -2.4514 0.0 -0.3 -0.6
H -6.3239 -1.3282 -1.2380 -0.7 -0.1 -0.4
H -5.2952 -1.8494 -2.5511 0.1 0.4 -0.2
H -4.4431 0.6988 0.6478 0.5 0.2 -0.3
H -5.9196 0.6718 -0.1736 -0.2 0.2 -0.2
H -4.6165 1.6322 -0.8987 0.2 -0.1 0.0
H -5.3095 -3.6828 1.5332 0.3 0.1 0.0
H -5.7626 -2.3745 0.4484 -0.6 -0.4 0.0
H -5.1989 -3.8986 -0.2379 0.3 -0.1 0.0
H -3.3786 -2.3677 2.7033 -0.2 -0.2 0.3
H -2.7045 -3.8716 2.0544 -0.2 -0.2 -0.5
H -2.0116 -2.2605 1.6571 0.3 -0.4 0.3
H -2.1729 -2.4068 -3.9873 0.6 -0.7 0.9
H -3.3833 -1.3642 -3.7084 -0.5 0.5 0.4
H -1.8591 -0.9753 -2.9132 0.3 0.0 -0.7
H -2.6419 -4.3670 -2.6978 -0.7 0.2 0.0
H -3.1094 -4.1333 -0.9371 0.0 -0.8 -0.4
H -1.4808 -4.0242 -1.5021 0.4 0.8 0.0
C -0.0115 1.6785 -6.3113 -0.3 0.1 0.6
C 0.7616 2.1200 -5.0636 0.2 0.9 -2.2
O 0.5146 1.4208 -3.8685 -0.7 -0.8 2.4
C -0.5357 1.5329 -3.0341 1.0 -1.1 3.3
O -0.5615 1.0724 -1.8513 0.5 1.3 -3.9
O -1.5067 2.2302 -3.4808 0.4 0.9 -3.6
C -2.7581 2.3420 -2.9307 -1.3 0.8 3.6
H 0.6628 1.8297 -7.1543 -0.3 -0.2 -0.1
H -0.9009 2.2944 -6.4445 0.0 -0.1 -0.1
H -0.3445 0.6433 -6.2369 0.2 -0.1 -0.2
H 0.6725 3.2063 -5.0468 -0.4 0.1 1.0
H 1.8220 1.9898 -5.2792 0.0 -0.5 0.4
H -2.6059 2.4007 -1.8530 -0.1 -0.8 0.5
H -3.4736 1.5352 -3.0892 0.3 0.0 -0.7
H -3.1592 3.3530 -3.0017 0.0 -0.2 -1.4
C 5.0583 1.1824 -2.4972 0.1 -0.6 -1.1
C 3.6725 1.6556 -2.2547 -0.9 -0.2 0.5
O 3.7152 2.0070 -0.8191 -1.0 0.3 -0.3
C 2.8887 1.4705 0.0614 -0.9 -2.5 -1.5
O 1.9322 0.6948 -0.1844 2.5 2.2 -0.1
O 3.2708 1.6303 1.2852 0.3 0.2 1.8
C 4.4735 2.2816 1.7298 0.7 1.6 -0.1
H 5.2180 0.3956 -1.7599 0.7 0.4 0.3
H 5.7877 1.9905 -2.5520 0.1 -0.3 0.5
H 5.1079 0.6178 -3.4282 0.0 0.3 -0.3
H 2.9480 0.8685 -2.4639 -0.1 -0.2 0.6
H 3.2621 2.4880 -2.8264 0.6 0.4 0.2
H 5.3663 2.1336 1.1223 -0.4 -0.4 -0.3
H 4.7521 2.0920 2.7663 -0.7 -1.1 -0.1
H 4.3166 3.3585 1.7913 -0.3 0.1 -0.5
C 4.6173 -2.5512 -2.4222 0.0 0.9 1.1
C 3.3724 -2.1084 -1.6553 1.7 1.7 -0.1
O 2.3271 -2.4134 -2.5438 -0.3 -0.9 -0.1
C 1.1743 -1.8412 -2.4627 -2.4 0.3 1.7
O 0.6707 -1.3433 -1.4338 1.5 -1.5 -2.6
O 0.4695 -1.9555 -3.5802 -1.3 0.8 2.5
C 0.9876 -2.4308 -4.7595 1.3 0.6 -2.1
H 4.6690 -2.0679 -3.3978 -0.2 -0.1 0.0
H 4.6967 -3.6322 -2.5375 0.0 0.1 0.2
H 5.4260 -2.1333 -1.8227 0.5 -0.5 -0.2
H 3.3275 -1.0368 -1.4611 0.3 0.6 -1.0
H 3.3863 -2.2883 -0.5803 -0.9 -1.9 -0.1
H 0.3237 -2.0942 -5.5558 -0.4 -0.5 0.2
H 1.1825 -3.5021 -4.8079 -0.1 0.1 0.2
H 1.8760 -1.8386 -4.9790 0.5 -0.5 -0.1